# 1
Computed, not measured: a 2-piece molecular cluster, C8H14ClN3OS overall at a distorted geometry, with wB97M-V/def2-TZVPD.

```
28
Properties=species:S:1:pos:R:3:forces:R:3
N -0.835140 0.538466 -3.862463 0.017 0.016 0.317
C -0.879937 -0.092826 -2.538252 -0.238 0.066 -0.288
C 0.486668 0.003854 -1.883073 -0.047 -0.275 -0.082
C 0.680988 -0.778927 -0.581780 0.747 0.089 0.032
C 0.173031 -0.113195 0.677405 -1.409 0.592 -0.783
N -1.307136 0.179527 0.576717 0.523 -0.370 0.003
C -2.113675 -0.729484 0.508570 -0.060 0.139 0.114
S -3.166231 -1.854653 0.436344 -0.253 -0.150 -0.078
C 0.248060 -0.887107 1.949020 0.612 -0.016 0.153
N 0.418217 -0.078794 2.920864 -0.085 0.219 0.280
C 0.607338 1.323205 2.558492 0.906 0.126 -0.201
C 0.802175 1.250465 1.031588 0.308 -0.219 0.447
O 2.203679 1.235001 0.827289 0.007 0.128 -0.042
H -1.775095 0.608647 -4.226828 0.017 0.019 -0.169
H -0.291420 -0.021873 -4.505946 -0.028 -0.027 -0.077
H -1.193805 -1.142846 -2.589849 0.068 -0.083 0.120
H -1.643258 0.428811 -1.966632 0.030 0.066 0.131
H 0.755929 1.055915 -1.773788 0.005 0.068 0.049
H 1.194987 -0.420787 -2.599693 0.101 0.090 -0.011
H 0.292812 -1.794326 -0.672162 -0.222 0.021 0.067
H 1.759908 -0.886155 -0.438970 -0.001 -0.130 0.069
H 0.100939 -1.957900 2.183650 -0.158 0.133 -0.096
H 0.403959 -0.396631 3.885994 -0.275 -0.386 -0.011
H -0.160282 1.995542 2.927574 -0.376 -0.289 -0.070
H 1.560693 1.628315 2.989423 -0.057 0.206 0.033
H 0.314676 2.056984 0.492819 -0.092 0.042 -0.015
H 2.417513 1.598754 -0.036543 -0.039 -0.059 -0.070
Cl -1.055594 -2.747983 3.710232 -0.002 -0.017 0.177
```
Forces are in eV/Å.

Computed properties:
Kohn-Sham gap = 0.27855 Eh
LUMO energy = -0.46 eV
charge = 0
E_HOMO = -8.042 eV
spin multiplicity = 1

=====

# 2
Computed, not measured: C30H36N6O4P2Tl as an isolated structure at a distorted geometry, with wB97M-V/def2-TZVPD.

```
79
Properties=species:S:1:pos:R:3:forces:R:3
Tl 2.563166 3.117581 -0.180932 0.171 -1.381 -0.265
N -1.637042 -3.300480 0.437450 -2.213 1.191 -0.953
P -3.164480 -2.770290 0.068950 -0.465 -0.477 -0.282
C -3.536610 -1.707546 -1.360193 -0.864 -0.283 -0.833
C -3.484717 -2.107309 -2.720500 1.576 -0.038 1.404
C -3.870425 -1.256393 -3.744025 -0.001 -1.071 0.180
C -4.551895 -0.099193 -3.420995 0.432 0.230 1.251
C -4.743552 0.276138 -2.064015 -1.195 -0.325 -1.363
C -4.313616 -0.582276 -1.058579 0.822 0.206 0.104
C -4.204097 -4.259547 -0.115818 1.557 0.604 -0.395
C -5.300702 -4.508427 0.669748 -0.470 -0.658 -0.917
C -6.026640 -5.667088 0.387320 -0.476 0.579 0.602
C -5.555862 -6.617817 -0.548154 -1.253 1.438 0.807
C -4.470322 -6.321152 -1.353027 0.110 0.861 1.615
C -3.792464 -5.135231 -1.141157 0.236 0.860 0.545
P -0.075203 -2.540345 0.302803 0.490 -0.450 -0.579
C 0.508232 -3.098715 1.898023 1.828 -0.378 0.932
C -0.127683 -2.700629 3.075412 0.877 -1.275 0.652
C 0.540673 -2.921738 4.300237 -0.392 1.929 0.654
C 1.925419 -3.133286 4.280756 -2.802 -0.184 0.521
C 2.491236 -3.666792 3.185575 1.559 -1.074 -1.566
C 1.788571 -3.736106 1.996648 -1.462 1.321 0.405
C 0.659834 -3.852937 -0.723637 1.709 0.253 -0.571
C 0.547677 -5.199825 -0.398909 -0.428 -1.096 -1.401
C 0.946817 -6.187980 -1.336489 -0.452 0.774 0.650
C 1.552910 -5.834480 -2.547629 -0.084 -0.395 0.505
C 1.883694 -4.517374 -2.759198 -0.339 0.895 1.726
C 1.517074 -3.540116 -1.788174 0.224 0.110 -1.325
H -1.740670 -4.101388 1.020202 0.269 -0.958 0.408
H -3.006814 -3.062827 -2.894653 0.041 0.123 -0.553
H -3.662291 -1.595205 -4.763245 -0.381 0.372 0.280
H -4.941869 0.495035 -4.217387 -0.160 0.526 -0.238
H -5.415189 1.145776 -1.919735 0.741 -0.639 0.416
H -4.522142 -0.465054 -0.009863 -0.223 0.833 0.169
H -5.696269 -3.798504 1.371608 0.094 0.182 0.326
H -6.987131 -5.620336 0.955664 0.754 -1.275 -0.745
H -6.134864 -7.500383 -0.705822 -0.134 -0.544 -0.066
H -4.078702 -7.056643 -1.974373 0.449 -0.976 -1.382
H -2.914103 -4.810615 -1.704715 -0.189 -0.658 -0.023
H -1.132085 -2.342219 2.982108 -0.471 0.321 0.436
H 0.108801 -2.691579 5.325340 0.180 -0.166 -1.661
H 2.415092 -2.946343 5.174558 1.188 -0.129 1.519
H 3.505659 -4.081051 3.238366 -0.346 0.361 -0.158
H 2.207648 -4.178616 1.133282 0.561 -0.196 -0.626
H 0.122684 -5.461602 0.562082 -0.196 -0.359 -0.110
H 0.745233 -7.231805 -1.149001 0.095 -0.083 0.258
H 1.850864 -6.620613 -3.239076 -0.155 0.214 0.033
H 2.475458 -4.194627 -3.582415 0.367 0.112 -0.526
H 2.011573 -2.558783 -1.933864 -0.907 -0.372 0.140
C 3.137923 6.055172 1.392444 -1.282 0.152 -0.749
N 2.555392 5.654022 0.063316 0.416 0.993 -0.177
C 1.195207 6.319588 -0.076108 0.887 0.126 1.334
N 1.308502 7.764277 0.034518 -0.361 -0.666 -1.505
C 1.928880 8.088780 1.298192 -1.383 -0.582 1.107
N 3.239617 7.496571 1.486488 -0.622 0.105 0.156
C 4.040763 8.016590 0.410205 0.968 0.905 -1.169
N 3.523298 7.729920 -0.967290 -0.325 -1.976 0.624
C 3.452297 6.208987 -0.982648 -0.629 0.903 -0.705
C 2.108501 8.231601 -1.118714 1.060 0.001 1.730
H 4.101141 5.645258 1.577662 1.053 -0.562 -0.431
H 2.490857 5.571892 2.114145 -0.289 0.626 0.670
H 0.556077 5.943382 0.733254 0.145 0.024 -0.057
H 0.740639 6.059980 -1.008741 -0.080 -0.267 -0.733
H 1.237955 7.624954 2.056846 0.665 0.978 -0.266
H 2.003434 9.174623 1.348283 -0.069 -0.030 0.428
H 5.043592 7.546756 0.485199 -0.358 0.628 -0.191
H 4.075091 9.133241 0.453431 0.297 -0.872 0.423
H 4.431342 5.710432 -0.911126 -0.043 0.631 0.223
H 3.050613 5.919468 -1.947162 -0.167 -0.049 -0.338
H 1.679265 7.873321 -2.037979 -0.083 -0.253 -0.376
H 2.072431 9.325810 -1.132648 0.354 -0.144 0.026
O 2.447599 5.801175 4.710751 -0.218 -0.073 -0.339
H 3.403854 5.988812 4.839971 -1.352 -0.459 0.791
H 1.921088 5.464173 5.472028 1.556 0.534 -0.515
O 3.829400 0.881859 -1.685091 -1.619 -3.391 -0.530
N 3.583383 -0.477688 -1.628444 3.054 0.505 1.001
O 3.549414 -1.226298 -2.675457 -0.592 2.703 2.721
O 3.694856 -0.986053 -0.451551 -1.243 0.892 -2.881
H -3.683285 -1.993894 1.135644 -0.014 -0.240 -0.276
```
Forces are in eV/Å.

Computed properties:
Kohn-Sham gap = 0.26378 Eh
energy above the lowest of the compared OMol25 structures with the same formula, charge and spin = 0.00 kJ/mol
LUMO energy = -2.80 eV
charge = +1
E_HOMO = -9.981 eV
spin multiplicity = 1

=====

# 3
Computed, not measured: a 2-piece molecular cluster, C3H8NOS overall at a distorted geometry, with wB97M-V/def2-TZVPD.

```
14
Properties=species:S:1:pos:R:3:forces:R:3
C -1.335787 1.657648 -2.891682 1.522 -2.408 1.051
C 0.568079 -1.356917 1.518560 -1.409 -1.421 -1.202
C 0.186798 -0.042943 2.050742 -1.457 0.884 -3.259
N 1.046978 -1.585627 0.335832 -0.780 3.077 0.890
O -0.360425 0.947032 -2.496874 -1.553 0.110 -1.667
S 0.641713 1.224879 -1.165664 0.275 0.352 0.384
H -1.944967 1.206533 -3.688155 0.400 0.637 0.123
H -1.548833 2.463578 -2.237882 -0.620 1.261 0.037
H 0.263432 -2.273000 2.129605 1.003 1.307 -0.629
H 0.547135 0.891225 1.647574 0.875 -0.263 -0.528
H 0.394300 -0.117065 3.008629 1.487 -0.020 4.965
H -0.875202 0.235091 2.142187 -0.261 -1.097 -0.575
H 1.341675 -2.460892 0.033770 0.363 -2.029 -0.399
H 1.075105 -0.789542 -0.386643 0.155 -0.390 0.807
```
Forces are in eV/Å.

Computed properties:
Kohn-Sham gap (alpha / beta) = 0.28892 / 0.28888 Eh
energy above the lowest of the compared OMol25 structures with the same formula, charge and spin = 301.51 kJ/mol
LUMO energy (alpha / beta) = -4.62 / -4.62 eV
charge = +1
E_HOMO (alpha / beta) = -12.478 / -12.478 eV
spin multiplicity = 1

=====

# 4
Computed, not measured: a 2-piece molecular cluster, C4H9N2O2 overall at a distorted geometry, with wB97M-V/def2-TZVPD.

```
17
Properties=species:S:1:pos:R:3:forces:R:3
C -0.713977 -0.329168 0.191097 1.061 1.502 -0.094
C 2.108206 -0.449964 0.120968 -3.938 1.620 0.788
C 2.627704 -1.691335 0.444807 2.637 -2.494 -0.476
C -2.729989 0.976394 -0.147894 -2.897 0.031 -1.420
N 2.648559 0.702679 -0.023580 2.316 1.467 -2.214
N -1.319656 0.771496 -0.055355 2.406 -0.329 -0.875
O 3.755035 0.806816 -0.616911 -0.285 0.544 0.673
O 1.900985 1.843710 0.174463 -0.877 0.555 0.245
H -1.269792 -1.131935 0.603209 -0.692 -0.966 0.165
H 2.080825 -1.924181 1.385049 0.115 -0.816 -0.750
H 3.730113 -1.604530 0.722599 -1.075 -0.327 -0.494
H 2.524868 -2.443410 -0.466146 -0.111 1.231 2.218
H -2.990746 1.218187 -1.209358 0.461 -0.460 0.527
H -3.435199 0.083468 0.099445 1.784 1.575 0.133
H -2.987528 1.923690 0.314341 -0.218 -0.257 0.771
H 2.282882 2.696854 -0.186942 0.515 -1.722 0.138
H -0.692972 1.553357 -0.421337 -1.202 -1.154 0.666
```
Forces are in eV/Å.

Computed properties:
Kohn-Sham gap (alpha / beta) = 0.33113 / 0.22897 Eh
energy above the lowest of the compared OMol25 structures with the same formula, charge and spin = 519.67 kJ/mol
LUMO energy (alpha / beta) = -3.76 / -6.63 eV
charge = +1
expectation value of S² = 2.034
E_HOMO (alpha / beta) = -12.766 / -12.864 eV
spin multiplicity = 3

=====

# 5
Computed, not measured: C19H14ILuN4O2Se2Te2 as an isolated structure at a distorted geometry, with wB97M-V/def2-TZVPD.

```
45
Properties=species:S:1:pos:R:3:forces:R:3
Lu 0.431391 0.085057 -0.318908 -0.662 0.020 0.363
O -3.868530 -0.703964 -1.201184 -0.484 0.215 -0.289
C -2.682668 -0.393620 -1.166973 0.721 -0.399 1.760
N -1.807201 -0.552051 -0.114300 -0.796 -0.047 -0.785
C -2.236909 -1.199207 1.071960 -1.098 0.406 -0.221
C -3.579191 -1.568291 1.418981 2.348 1.235 -0.585
C -3.819081 -2.136136 2.630474 -2.730 -0.390 -0.310
C -2.826045 -2.564868 3.417883 1.944 -2.589 2.694
C -1.498292 -2.246975 3.120240 -0.130 -0.165 0.689
C -1.251882 -1.390602 2.040807 1.377 -0.359 0.234
N 0.008947 -0.720203 1.827798 -1.185 -0.298 0.292
C 0.561256 -0.186834 2.920130 1.427 0.531 0.496
O 0.378189 -0.312552 4.141345 -0.677 -0.244 -0.733
C 1.777569 0.693323 2.569879 0.268 -0.188 1.738
C 2.699256 1.043730 3.573780 0.013 -0.180 0.942
C 3.944882 1.533969 3.183908 0.261 -0.607 2.310
C 4.219546 1.843663 1.877346 -0.274 0.530 -0.236
C 3.206936 1.582561 0.971617 -0.165 -0.778 1.709
N 2.031117 0.964626 1.326425 1.598 0.745 -2.687
C -2.036409 0.100216 -2.430784 -0.022 -0.867 1.235
C -2.749660 0.435207 -3.511438 -1.959 0.339 -2.429
C -2.183356 0.635401 -4.794103 -1.371 0.496 0.860
C -0.812268 0.519135 -4.868699 -0.243 -0.448 0.970
C -0.144973 0.157359 -3.701962 0.870 1.112 1.319
N -0.749420 -0.013009 -2.482615 3.715 -0.016 -1.936
H -4.320348 -1.233768 0.763527 -1.113 0.080 -0.701
H -4.848074 -2.348768 2.947668 0.245 0.093 -0.317
H -3.061748 -3.328669 4.269459 0.518 1.711 -1.385
H -0.703596 -2.663970 3.772374 -0.474 0.769 -0.642
H 2.442173 0.878816 4.662010 0.343 -0.071 -1.599
H 4.755503 1.544297 3.956002 -0.812 0.484 -0.648
H 5.156526 2.360994 1.609333 -0.602 -0.657 -0.157
H 3.498252 1.752494 -0.015454 -0.663 0.208 -1.927
H -3.806832 0.440194 -3.292125 -0.315 0.209 -0.536
H -2.848756 0.952562 -5.641122 0.890 -0.426 0.851
H -0.227454 0.739186 -5.727127 0.271 0.040 -0.676
H 0.968018 0.249028 -3.710225 -0.856 -0.534 0.189
Se -0.466434 2.764175 -0.485776 -0.206 -0.339 -0.136
Te 1.438500 4.102708 -1.397957 0.035 0.787 1.284
Te 2.161200 3.675005 -3.855341 0.303 -0.649 -0.887
Se 3.794465 1.789457 -3.513134 -0.162 0.022 -0.150
I 1.226134 -3.273501 -1.747300 0.077 0.318 0.225
C 2.173865 -1.314577 -1.223338 0.545 -0.138 -0.906
H 2.596933 -1.057929 -2.228699 -0.373 0.001 0.742
H 3.058469 -1.633671 -0.644362 -0.398 0.035 -0.025
```
Forces are in eV/Å.

Computed properties:
Kohn-Sham gap = 0.20187 Eh
energy above the lowest of the compared OMol25 structures with the same formula, charge and spin = 13.58 kJ/mol
LUMO energy = 4.17 eV
charge = -2
E_HOMO = -1.328 eV
spin multiplicity = 1

=====

# 6
Computed, not measured: one molecule with the formula C7H9ClN2O4 at a distorted geometry, with wB97M-V/def2-TZVPD.

```
23
Properties=species:S:1:pos:R:3:forces:R:3
O 2.800575 0.341726 -1.272502 2.643 1.900 1.067
N 1.808855 -0.259565 -1.306705 -3.569 -2.698 -0.268
O 1.340238 -0.770086 -2.314804 -0.254 0.164 0.668
C 0.927308 -0.451595 0.047649 -0.502 0.301 0.756
N 1.856887 -1.073720 1.079400 0.070 0.338 -2.523
O 2.161683 -0.426886 2.023714 0.338 0.452 1.719
O 2.254557 -2.155477 0.746756 0.662 -0.806 0.234
C 0.361730 0.878799 0.547104 -1.095 0.627 1.516
C -0.303860 1.616809 -0.569680 0.114 -0.096 -2.580
C -1.538725 0.681460 -0.988494 0.570 1.806 3.523
C -1.510176 -0.369897 0.116220 2.176 0.128 -0.462
C -0.963286 0.415414 1.273958 0.628 0.456 -0.491
C -0.347871 -1.371657 -0.112531 0.308 0.490 -1.122
Cl -0.529685 -2.715438 1.042923 0.080 0.087 0.020
H 0.983729 1.414653 1.316034 -0.218 -0.354 -1.451
H 0.394083 1.815898 -1.403310 -0.469 0.180 0.179
H -0.731198 2.550947 -0.222602 0.268 0.166 0.032
H -2.450452 1.267424 -0.836875 0.047 -0.068 -0.211
H -1.642099 0.145085 -1.842881 0.457 -0.802 -3.270
H -2.430028 -0.843941 0.100480 -1.751 -1.144 0.789
H -1.641557 1.210108 1.579717 0.363 0.276 0.037
H -0.563531 -0.080584 2.097348 -0.356 -1.413 1.769
H -0.237177 -1.819478 -1.100920 -0.512 0.011 0.070
```
Forces are in eV/Å.

Computed properties:
Kohn-Sham gap = 0.39238 Eh
SMILES = O=[N+]([O-])C1([N+](=O)[O-])[C@H]2CC[C@H](C2)[C@@H]1Cl
energy above the lowest of the compared OMol25 structures with the same formula, charge and spin = 505.95 kJ/mol
LUMO energy = -0.31 eV
charge = 0
E_HOMO = -10.984 eV
spin multiplicity = 1

=====

Number 1: electronic energy -1411.07419 a.u.. Number 2: electronic energy -2648.99470 a.u.. Number 3: electronic energy -646.90961 a.u.. Number 4: electronic energy -417.19702 a.u.. Number 5: electronic energy -7974.32042 a.u.. Number 6: electronic energy -1142.56949 a.u..